1.
Entry from OMol25: 2 unconnected molecules or ions with the total composition C3H9NO3 in a non-equilibrium geometry (ωB97M-V/def2-TZVPD).

```
16
Properties=species:S:1:pos:R:3:forces:R:3
C 0.606 -1.070 -1.773 1.88 0.83 0.02
N -0.469 -0.128 -1.480 0.35 1.25 0.98
C -0.451 0.301 -0.049 2.35 -1.52 1.03
C -1.384 1.374 0.278 -3.20 3.27 -0.87
O -2.063 2.022 -0.547 2.02 -1.82 2.51
O -1.425 1.655 1.649 0.34 -0.74 -1.52
H 0.705 -1.344 -2.837 -0.18 1.03 0.09
H 0.460 -2.081 -1.412 -0.11 0.07 1.13
H 1.600 -0.558 -1.412 -1.25 -1.56 -0.60
H -0.173 0.745 -1.940 -0.70 -0.56 -0.24
H 0.586 0.722 0.375 -1.64 -0.86 -1.12
H -0.633 -0.553 0.670 0.05 0.75 -0.93
H -2.051 2.369 1.838 0.01 -0.05 -0.51
O 1.394 -0.761 2.239 1.17 -3.07 -2.21
H 1.696 -1.300 3.017 -0.37 0.66 -1.15
H 1.603 -1.393 1.385 -0.72 2.34 3.40
```
Forces are in eV/Å.

Computed properties:
HOMO level = -9.525 eV
SMILES string = CNCC(=O)O.O
Net charge = 0
Largest force on an atom = 0.0906 Eh/bohr
HOMO-LUMO gap = 10.0 eV
Spin multiplicity = 1
Relative energy (zero: lowest compared OMol25 entry of this formula, charge and spin) = 47.3 kcal per mole


2.
Entry from OMol25: 3 unconnected molecules or ions with the total composition C20H34FN4O9S2 in a non-equilibrium geometry (ωB97M-V/def2-TZVPD).

```
70
Properties=species:S:1:pos:R:3:forces:R:3
C -5.310 2.424 4.121 1.25 0.12 -0.16
C -5.342 0.830 3.708 -1.08 -0.16 1.59
O -5.392 0.573 2.260 2.41 0.85 0.66
C -4.136 0.927 1.583 -0.31 0.12 -1.87
C -2.965 -0.230 1.654 0.78 0.30 0.02
C -2.806 -1.066 0.227 0.26 -3.22 -6.37
N -3.123 -0.609 -1.198 1.80 -4.98 2.17
C -2.820 -1.809 -2.107 0.45 0.46 3.59
N -3.030 -1.768 -3.454 -0.08 0.61 -0.04
C -2.828 -2.861 -4.470 -0.54 -0.02 -1.16
C -1.272 -3.109 -4.931 3.39 -6.91 -0.29
O -0.849 -4.398 -4.944 -2.96 8.34 0.27
O -0.318 -2.082 -5.377 -1.58 -1.59 3.02
C 0.732 -1.825 -4.369 1.52 6.51 2.97
C 1.824 -2.951 -3.875 -0.84 -1.03 -0.29
O 0.781 -0.554 -3.881 -0.59 -8.74 -3.48
N -2.286 -2.979 -1.332 -1.87 4.16 0.33
C -1.798 -4.355 -1.685 1.49 -1.62 -1.45
C -1.448 -5.338 -0.423 -2.91 -3.21 5.65
O -2.317 -5.801 0.479 6.35 3.68 -6.78
F -0.012 -5.790 -0.293 -4.72 1.82 -0.93
N -2.318 -2.488 -0.007 -1.13 4.15 3.01
H -5.230 3.098 3.148 -0.45 -1.44 2.08
H -6.222 2.764 4.793 1.95 -0.86 -1.58
H -4.296 2.605 4.716 -2.30 -0.20 -1.12
H -4.463 0.229 4.236 -1.60 1.32 -1.24
H -6.344 0.373 4.167 2.22 0.87 -1.32
H -3.679 1.963 1.900 -0.95 -2.15 -0.23
H -4.408 1.041 0.426 0.46 -0.21 2.61
H -1.934 0.332 1.857 -2.08 -1.44 -0.74
H -3.148 -0.920 2.583 0.32 0.93 -2.12
H -3.385 -0.840 -3.839 0.80 -1.70 1.05
H -3.352 -3.874 -4.117 1.70 2.21 -0.82
H -3.423 -2.546 -5.456 1.37 -0.54 2.23
H 1.697 -3.992 -4.445 0.07 2.54 1.07
H 2.957 -2.604 -4.001 -2.88 -0.35 0.39
H 1.583 -3.162 -2.725 0.76 0.72 -2.59
H -2.579 -4.948 -2.366 1.58 1.37 1.85
H -0.811 -4.249 -2.335 -2.04 -0.27 1.50
H -2.036 -2.949 0.885 -0.07 -0.55 -1.73
C 4.000 0.789 -0.298 0.20 0.08 -0.03
C 5.334 0.051 -0.404 0.18 0.17 -0.15
C 5.095 -1.394 0.032 0.71 -0.08 0.15
S 3.384 -1.750 -0.337 0.24 0.43 -0.05
O 2.680 -1.968 0.909 -0.15 -0.33 -0.34
O 3.320 -2.690 -1.439 -0.19 -0.23 0.58
C 2.970 -0.126 -0.943 -0.11 0.40 -0.17
H 4.036 1.765 -0.791 -0.04 -0.40 0.21
H 3.750 0.951 0.757 0.02 0.02 -0.22
H 5.679 0.070 -1.445 -0.05 0.00 0.14
H 6.108 0.525 0.207 -0.13 -0.10 -0.11
H 5.737 -2.090 -0.514 -0.25 -0.06 0.17
H 5.242 -1.516 1.108 -0.16 -0.07 -0.16
H 1.943 0.124 -0.671 0.06 -0.19 -0.07
H 3.080 -0.137 -2.032 -0.10 -0.07 0.13
C 1.587 4.614 3.427 -0.02 0.13 0.26
C 1.435 5.697 2.359 -0.34 0.17 0.02
C 2.715 5.702 1.526 -0.17 0.67 -0.14
S 3.369 4.041 1.603 0.20 0.05 -0.05
O 4.631 4.075 2.311 -0.38 -0.23 -0.51
O 3.223 3.411 0.305 0.20 0.46 0.49
C 2.124 3.390 2.699 -0.35 -0.28 0.38
H 0.638 4.400 3.926 0.16 0.02 -0.04
H 2.305 4.943 4.188 -0.10 -0.11 -0.08
H 0.578 5.459 1.718 0.11 0.03 0.08
H 1.249 6.680 2.804 0.03 -0.16 -0.11
H 2.516 5.966 0.484 0.23 -0.13 0.14
H 3.463 6.380 1.946 -0.01 -0.22 -0.09
H 2.566 2.651 3.369 0.09 0.04 -0.20
H 1.347 2.925 2.085 0.15 0.04 0.00
```
Forces are in eV/Å.

Computed properties:
HOMO level = -12.238 eV
Net charge = +1
Largest force on an atom = 0.1943 Eh/bohr
HOMO-LUMO gap = 8.4 eV
Spin multiplicity = 1


3.
Entry from OMol25: C5H6FNS in the gas phase in a non-equilibrium geometry (ωB97M-V/def2-TZVPD).

```
14
Properties=species:S:1:pos:R:3:forces:R:3
N 0.478 2.790 -0.416 0.40 2.07 -0.31
C 0.205 1.691 -0.399 -0.57 -2.97 0.88
C -0.096 0.255 -0.181 0.49 1.52 0.24
C 0.891 -0.661 -0.811 -0.08 -1.04 -0.97
S 2.531 -0.685 -0.043 -0.02 -0.01 0.32
C -0.737 -0.130 1.153 0.24 0.71 0.05
C -1.522 -0.115 -0.102 -1.26 0.86 0.37
F -1.819 -1.296 -0.666 -0.43 -1.07 -0.21
H 0.500 -1.686 -1.006 0.17 0.67 0.75
H 1.040 -0.283 -1.800 0.27 0.27 -0.79
H 2.178 0.010 1.048 0.08 -0.07 -0.01
H -0.481 -1.094 1.507 0.39 -0.85 0.20
H -0.805 0.618 1.940 -0.40 -0.04 -0.41
H -2.362 0.585 -0.222 0.73 -0.04 -0.12
```
Forces are in eV/Å.

Computed properties:
HOMO level = -9.466 eV
SMILES string = N#C[C@@]1(CS)C[C@@H]1F
Net charge = 0
Largest force on an atom = 0.0613 Eh/bohr
HOMO-LUMO gap = 10.2 eV
Spin multiplicity = 1
Relative energy (zero: lowest compared OMol25 entry of this formula, charge and spin) = 18.8 kcal per mole


4.
Entry from OMol25: a molecular structure, C4H6O7Yb in a non-equilibrium geometry (ωB97M-V/def2-TZVPD).

```
18
Properties=species:S:1:pos:R:3:forces:R:3
O 2.526 -0.427 -2.299 0.86 -0.70 -0.86
C 2.381 -0.589 -1.049 1.21 1.13 -0.24
O 3.404 -0.773 -0.322 1.02 -0.69 -0.19
O 1.189 -0.405 -0.544 -0.30 -0.02 -0.41
O -1.357 -0.333 0.695 0.61 0.48 -2.29
C -2.492 0.383 0.431 -2.13 -1.68 7.04
O -2.798 1.321 1.172 0.98 0.26 -3.05
O -3.427 -0.574 0.157 0.68 0.55 -1.84
C -0.245 0.397 1.185 0.07 0.63 0.27
C 1.025 -0.352 0.882 0.07 -0.42 0.58
Yb 5.006 -0.955 -2.338 -2.97 0.55 1.42
H -4.293 -0.151 0.162 -0.04 0.20 0.02
H -0.375 0.518 2.269 0.22 -0.04 -0.17
H -0.163 1.406 0.756 -0.35 -0.27 -0.03
H 0.984 -1.382 1.257 0.06 0.25 -0.03
H 1.871 0.180 1.330 -0.16 -0.20 -0.07
O -1.953 1.190 -1.750 -0.35 0.49 0.11
H -1.281 0.547 -1.994 0.52 -0.52 -0.26
```
Forces are in eV/Å.

Computed properties:
HOMO level (spin up / spin down) = -12.600 / -12.565 eV
Net charge = +1
Largest force on an atom = 0.1468 Eh/bohr
HOMO-LUMO gap (spin up / spin down) = 6.2 / 6.2 eV
Spin multiplicity = 2
Relative energy (zero: lowest compared OMol25 entry of this formula, charge and spin) = 36.6 kcal per mole


5.
Entry from OMol25: 8 unconnected molecules or ions with the total composition C20H41Br10N3O2 in a non-equilibrium geometry (ωB97M-V/def2-TZVPD).

```
76
Properties=species:S:1:pos:R:3:forces:R:3
C 10.249 -3.720 0.014 -0.56 0.69 0.35
N 9.028 -4.278 -0.585 -1.29 -0.46 -0.15
C 8.924 -5.740 -0.543 0.71 0.29 -0.07
C 7.858 -3.595 -0.908 1.23 2.95 0.18
O 7.699 -2.350 -0.933 0.63 -3.18 0.23
H 11.208 -4.216 -0.136 -0.39 -0.61 -1.10
H 10.200 -3.790 1.101 -0.45 0.46 0.25
H 10.372 -2.688 -0.315 -0.19 -0.03 0.23
H 9.085 -6.120 0.465 0.24 0.02 0.09
H 7.962 -6.150 -0.851 0.01 0.45 -0.25
H 9.709 -6.084 -1.216 -0.08 -0.61 0.14
H 7.049 -4.279 -1.209 0.14 0.01 0.09
C 6.391 -15.619 -5.069 0.63 -0.62 0.14
N 5.881 -16.201 -3.771 0.40 2.16 -1.96
C 6.285 -17.568 -3.583 -1.02 -1.08 0.59
C 5.382 -15.333 -2.821 -0.25 -1.57 1.62
O 5.100 -15.636 -1.650 0.62 0.36 -2.18
H 7.463 -15.442 -4.978 0.12 0.22 0.12
H 5.958 -14.737 -5.541 -0.55 0.29 1.11
H 6.326 -16.318 -5.902 -0.30 -0.59 0.40
H 5.467 -18.081 -3.078 0.10 -0.06 0.30
H 6.378 -18.097 -4.532 0.00 0.42 -0.18
H 7.196 -17.784 -3.025 0.16 0.60 0.17
H 5.212 -14.315 -3.204 0.10 -0.14 -0.13
Br 12.640 -15.821 2.006 -1.05 -0.65 -1.10
C 11.447 -16.823 0.696 0.75 -1.72 0.80
C 12.043 -18.324 0.517 0.09 1.28 0.57
Br 11.975 -19.351 2.237 -0.22 0.57 -0.91
H 11.302 -16.196 -0.184 0.81 -0.33 -0.20
H 10.440 -16.898 1.107 0.30 -0.01 0.52
H 13.107 -18.354 0.282 -0.11 0.52 0.11
H 11.583 -18.955 -0.243 -0.58 0.36 0.22
Br -1.184 -7.668 10.430 0.54 -0.24 0.41
C 0.143 -8.665 11.521 0.71 0.52 -0.14
C 1.566 -8.333 11.013 -0.87 -0.50 -0.16
Br 2.930 -9.421 12.027 -0.95 0.86 -0.73
H -0.157 -9.708 11.425 0.30 0.19 0.10
H 0.085 -8.298 12.545 -0.44 -0.22 -0.12
H 1.744 -7.263 11.113 0.34 -0.24 0.43
H 1.630 -8.549 9.946 0.36 -0.37 0.21
Br 11.230 -2.711 7.794 0.44 0.53 0.85
C 11.652 -1.735 9.479 -0.41 0.64 0.62
C 11.069 -0.306 9.366 0.12 -0.39 -0.85
Br 11.111 0.845 10.952 0.01 -0.69 -0.11
H 12.714 -1.747 9.724 0.02 0.00 -0.64
H 11.176 -2.291 10.287 -0.24 0.02 -0.25
H 10.043 -0.396 9.010 -0.02 0.20 0.39
H 11.600 0.299 8.630 0.08 -0.32 0.00
Br 12.480 -10.517 -7.943 -0.03 0.63 1.27
C 12.304 -9.635 -6.125 0.65 -0.25 -0.50
C 12.877 -10.478 -5.000 0.15 -0.22 0.29
Br 14.863 -10.461 -4.740 -1.02 0.09 -0.49
H 11.238 -9.451 -5.989 0.07 -0.33 0.00
H 12.797 -8.664 -6.168 0.06 -0.18 -0.30
H 12.592 -11.527 -5.068 0.15 0.14 -0.14
H 12.516 -10.106 -4.041 -0.03 0.11 -0.13
Br -2.935 -10.551 1.432 -0.14 -0.51 0.47
C -2.142 -11.186 3.143 -0.83 -0.06 -0.36
C -0.881 -10.390 3.228 0.21 -0.62 -0.62
Br 0.107 -11.122 4.750 0.03 0.64 -0.07
H -1.959 -12.261 3.128 0.09 0.14 -0.57
H -2.888 -11.053 3.926 0.17 0.53 -0.09
H -1.057 -9.317 3.156 0.17 -0.04 0.96
H -0.311 -10.626 2.330 0.29 -0.09 0.28
C 7.208 -9.347 5.311 1.32 -1.03 -0.97
C 7.727 -10.818 5.201 -0.90 1.50 2.09
C 7.288 -11.627 4.063 0.21 -1.75 -1.76
C 7.797 -11.332 2.692 -0.91 -0.14 2.10
N 8.127 -11.118 1.625 0.53 0.30 -1.28
H 7.024 -9.150 6.367 -0.05 0.50 -0.33
H 6.366 -9.143 4.650 -0.30 -0.18 0.39
H 8.033 -8.778 4.882 -0.16 0.70 0.46
H 7.265 -11.333 6.043 0.15 -0.18 0.22
H 8.797 -10.865 5.401 0.03 0.04 -0.33
H 6.209 -11.779 4.025 -0.13 0.55 -0.17
H 7.625 -12.632 4.315 0.21 -0.29 -0.43
```
Forces are in eV/Å.

Computed properties:
HOMO level = -9.337 eV
SMILES string = CN(C)C=O.CN(C)C=O.BrCCBr.BrCCBr.BrCCBr.BrCCBr.BrCCBr.CCCC#N
Net charge = 0
Largest force on an atom = 0.0631 Eh/bohr
HOMO-LUMO gap = 9.5 eV
Spin multiplicity = 1


6.
Entry from OMol25: a molecular structure, C41H47AuN6O2P2SSi2 (ωB97M-V/def2-TZVPD).

```
102
Properties=species:S:1:pos:R:3:forces:R:3
Au -0.229 -1.031 -0.847 0.04 0.09 -0.26
C 3.118 -2.598 0.723 -0.05 0.02 -0.05
Si 3.337 -1.295 -0.595 0.12 0.10 0.01
C 3.527 -2.118 -2.271 0.02 0.00 0.05
C 4.849 -0.235 -0.232 0.01 -0.10 0.00
N 1.949 -0.275 -0.637 0.05 -0.13 -0.06
P 1.499 1.208 -0.903 -0.63 0.34 0.00
C -0.220 1.000 -1.266 -0.17 -0.51 0.14
P -1.959 1.256 -0.986 0.90 0.34 0.04
N -2.597 -0.185 -0.851 -0.06 -0.10 -0.15
Si -3.829 -1.058 -1.693 -0.06 -0.02 -0.09
C -4.035 -2.708 -0.838 0.03 0.04 0.01
C -3.342 -1.344 -3.487 -0.06 -0.04 0.06
C -5.456 -0.126 -1.608 0.02 -0.09 -0.04
C -2.609 2.267 -2.323 -0.11 0.16 0.10
C -2.058 2.184 -3.598 -0.05 0.01 -0.05
C -2.613 2.909 -4.642 0.02 -0.01 0.01
C -3.717 3.719 -4.413 0.00 0.00 -0.01
C -4.266 3.810 -3.141 0.01 -0.02 0.02
C -3.714 3.086 -2.095 0.03 0.01 -0.10
C -2.115 2.173 0.539 -0.26 -0.23 0.06
C -2.622 1.562 1.706 0.01 0.07 -0.09
C -2.711 2.321 2.878 0.01 0.00 0.04
C -2.327 3.641 2.887 -0.01 -0.02 0.03
C -1.838 4.258 1.733 0.08 0.04 -0.01
C -1.729 3.518 0.579 0.04 0.02 -0.06
C 2.354 1.996 -2.274 0.04 0.06 -0.04
C 3.472 2.803 -2.073 0.02 -0.05 -0.10
C 4.175 3.297 -3.163 -0.01 -0.01 0.02
C 3.769 2.984 -4.452 0.01 0.01 -0.01
C 2.663 2.169 -4.658 -0.03 -0.02 0.04
C 1.960 1.672 -3.571 0.05 0.05 -0.06
C 1.613 2.296 0.521 0.20 0.11 -0.04
C 1.725 3.685 0.419 0.04 -0.05 -0.09
C 1.780 4.451 1.567 -0.06 0.05 0.09
C 1.676 3.843 2.815 0.00 0.07 -0.04
C 1.527 2.470 2.918 -0.01 -0.05 -0.01
C 1.516 1.691 1.769 -0.17 -0.03 -0.07
H 4.067 -3.095 0.940 -0.03 -0.01 -0.02
H 2.401 -3.360 0.403 0.02 0.02 0.00
H 2.730 -2.170 1.649 0.04 0.02 -0.01
H 4.357 -2.830 -2.282 -0.02 0.02 0.00
H 3.703 -1.377 -3.055 0.00 0.00 0.02
H 2.613 -2.663 -2.524 0.02 0.01 0.01
H 5.739 -0.858 -0.106 -0.02 0.02 -0.01
H 4.714 0.342 0.687 -0.02 -0.02 -0.02
H 5.049 0.464 -1.049 -0.03 0.00 0.01
H -3.175 -3.361 -1.004 -0.01 0.01 -0.01
H -4.925 -3.221 -1.213 0.03 0.00 0.01
H -4.147 -2.584 0.243 -0.02 0.02 -0.03
H -2.314 -1.713 -3.543 -0.02 0.01 0.00
H -3.411 -0.433 -4.087 0.02 0.01 0.04
H -3.992 -2.094 -3.948 0.01 0.02 0.00
H -5.747 0.029 -0.565 0.00 0.01 -0.01
H -6.252 -0.695 -2.099 0.02 0.01 0.03
H -5.401 0.849 -2.096 0.03 0.00 0.00
H -1.198 1.548 -3.775 0.00 0.01 0.02
H -2.182 2.844 -5.633 -0.01 0.00 0.01
H -4.148 4.285 -5.229 0.00 0.00 0.01
H -5.123 4.447 -2.964 0.01 -0.01 0.00
H -4.131 3.160 -1.098 -0.02 0.00 -0.01
H -2.922 -0.127 0.892 0.01 0.00 -0.03
H -3.078 1.829 3.768 0.01 0.00 0.00
H -2.404 4.209 3.806 0.00 0.00 -0.01
H -1.530 5.295 1.750 -0.01 0.00 -0.01
H -1.349 3.979 -0.328 0.02 0.01 0.03
H 3.794 3.042 -1.067 0.03 -0.02 -0.03
H 5.042 3.925 -3.002 0.00 0.00 -0.01
H 4.320 3.370 -5.301 0.00 0.00 0.01
H 2.351 1.918 -5.663 0.01 0.00 0.00
H 1.111 1.017 -3.729 0.00 0.01 0.03
H 1.785 4.159 -0.555 -0.05 0.01 0.08
H 1.882 5.527 1.495 0.00 0.00 -0.01
H 1.693 4.452 3.711 0.01 0.00 0.00
H 1.399 2.002 3.885 -0.01 -0.06 -0.02
H 1.370 0.619 1.819 0.01 -0.06 0.18
N 3.559 -4.601 6.149 0.00 0.00 -0.04
C 2.574 -3.926 5.423 -0.02 0.06 -0.03
C 1.325 -4.507 5.203 0.02 -0.01 0.01
C 0.336 -3.813 4.526 -0.01 -0.04 -0.03
C 0.577 -2.531 4.057 -0.17 -0.15 0.02
C 1.807 -1.939 4.290 0.02 0.18 -0.04
C 2.801 -2.626 4.960 0.01 -0.07 0.03
S -0.727 -1.641 3.183 0.23 -0.08 0.24
O -0.401 -0.213 3.413 0.04 0.15 -0.04
O -3.060 0.300 1.769 0.02 0.02 0.08
N -0.248 -1.926 1.609 -0.33 -0.37 -0.13
C -0.588 -3.068 1.045 0.17 0.19 -0.10
N -1.065 -4.151 1.711 -0.04 -0.15 -0.04
C -1.242 -5.259 1.019 0.02 0.08 0.12
C -0.963 -5.390 -0.340 0.03 0.07 -0.09
C -0.571 -4.233 -0.985 -0.05 -0.13 -0.11
N -0.418 -3.090 -0.338 0.01 0.09 0.55
H 3.475 -5.605 6.131 -0.01 -0.01 0.01
H 4.501 -4.306 5.948 0.00 0.01 0.01
H 1.129 -5.509 5.569 0.01 0.01 0.00
H -0.626 -4.276 4.341 0.02 0.03 0.03
H 1.971 -0.921 3.955 -0.01 0.01 -0.02
H 3.762 -2.155 5.142 -0.02 0.00 0.00
H -1.633 -6.107 1.574 0.00 0.01 0.01
H -1.093 -6.322 -0.868 0.01 0.01 -0.01
H -0.400 -4.209 -2.056 -0.01 0.01 0.01
```
Forces are in eV/Å.

Computed properties:
HOMO level (spin up / spin down) = -7.263 / -7.370 eV
Net charge = 0
Largest force on an atom = 0.0187 Eh/bohr
HOMO-LUMO gap (spin up / spin down) = 7.8 / 5.9 eV
Spin multiplicity = 3
Relative energy (zero: lowest compared OMol25 entry of this formula, charge and spin) = 3.4 kcal per mole